Formula: C23H29NO7
Source: the OMol25 dataset
Level of theory: the ωB97M-V functional and the def2-TZVPD basis

Structure (XYZ):
```
60
Properties=species:S:1:pos:R:3
C 7.18 4.28 -3.92
C 5.91 3.73 -3.28
O 5.68 2.44 -3.80
C 4.41 1.90 -3.51
C 4.25 1.46 -2.05
O 3.07 0.69 -1.88
C 1.92 1.37 -1.78
O 1.85 2.59 -1.81
C 0.76 0.52 -1.61
N -0.48 1.12 -1.50
C -1.42 0.18 -1.34
C -0.80 -1.07 -1.35
C 0.60 -0.85 -1.52
C 1.65 -1.90 -1.59
C -1.55 -2.30 -1.16
O -1.05 -3.40 -1.04
C -3.05 -2.09 -1.16
C -3.51 -0.80 -0.46
C -3.25 -0.90 1.03
C -2.07 -0.46 1.61
C -1.83 -0.61 2.97
O -0.67 -0.16 3.56
C 0.38 0.27 2.74
C -2.79 -1.23 3.78
O -2.71 -1.43 5.13
C -1.45 -1.55 5.75
C -3.99 -1.66 3.19
O -4.87 -2.24 4.05
C -6.09 -2.72 3.54
C -4.21 -1.50 1.83
C -2.87 0.42 -1.13
H 7.39 5.27 -3.54
H 7.06 4.32 -5.00
H 8.01 3.62 -3.69
H 5.05 4.38 -3.51
H 6.03 3.70 -2.19
H 4.31 1.02 -4.15
H 3.62 2.62 -3.76
H 4.21 2.34 -1.39
H 5.08 0.82 -1.76
H -0.59 2.12 -1.53
H 1.21 -2.87 -1.37
H 2.45 -1.68 -0.89
H 2.09 -1.92 -2.59
H -3.36 -2.06 -2.21
H -3.52 -2.96 -0.69
H -4.60 -0.72 -0.59
H -1.33 0.03 1.00
H 1.23 0.44 3.41
H 0.66 -0.49 2.00
H 0.15 1.20 2.22
H -1.67 -1.95 6.75
H -0.95 -0.59 5.85
H -0.81 -2.25 5.22
H -6.69 -1.92 3.11
H -6.62 -3.14 4.40
H -5.93 -3.51 2.80
H -5.12 -1.84 1.38
H -3.35 0.59 -2.10
H -3.03 1.32 -0.52
```

- energy above the lowest of the compared OMol25 structures with the same formula, charge and spin (kJ/mol) = 267.1
- gap between HOMO and LUMO (eV) = 8.4


Formula: C22H29N3O4S
Source: the OMol25 dataset
Level of theory: the ωB97M-V functional and the def2-TZVPD basis

Structure (XYZ):
```
59
Properties=species:S:1:pos:R:3
C 5.00 1.18 -2.15
C 4.44 -0.20 -1.77
N 3.21 -0.13 -1.04
C 2.03 0.34 -1.59
C 1.60 0.33 -2.90
C 0.32 0.83 -3.17
C -0.46 1.32 -2.15
S -2.10 1.92 -2.47
O -2.36 1.87 -3.88
O -2.31 3.17 -1.80
N -2.99 0.77 -1.62
C -4.27 1.22 -1.11
C -5.34 1.16 -2.20
O -5.43 -0.14 -2.75
C -4.20 -0.53 -3.33
C -3.08 -0.52 -2.29
C -0.04 1.35 -0.82
C 1.22 0.85 -0.55
N 1.92 0.76 0.62
C 1.52 1.30 1.89
C 0.91 0.26 2.80
C -0.09 -0.59 2.33
C -0.66 -1.55 3.14
C -0.24 -1.68 4.46
O -0.72 -2.59 5.35
C -1.74 -3.47 4.93
C 0.76 -0.84 4.94
C 1.33 0.12 4.12
C 3.20 0.14 0.39
C 3.36 -1.17 1.18
H 5.22 1.76 -1.26
H 5.91 1.06 -2.72
H 4.27 1.72 -2.75
H 4.26 -0.78 -2.68
H 5.17 -0.74 -1.16
H 2.22 -0.04 -3.70
H -0.07 0.84 -4.18
H -4.14 2.24 -0.76
H -4.56 0.57 -0.27
H -6.33 1.39 -1.80
H -5.09 1.88 -2.99
H -4.36 -1.53 -3.72
H -3.94 0.16 -4.15
H -2.12 -0.71 -2.76
H -3.27 -1.28 -1.53
H -0.69 1.76 -0.07
H 0.80 2.10 1.71
H 2.40 1.74 2.38
H -0.42 -0.49 1.31
H -1.43 -2.19 2.74
H -2.64 -2.92 4.62
H -1.41 -4.11 4.10
H -1.97 -4.09 5.79
H 1.08 -0.95 5.97
H 2.10 0.76 4.51
H 4.02 0.83 0.68
H 2.55 -1.84 0.93
H 3.32 -0.97 2.25
H 4.31 -1.64 0.94
```

- energy above the lowest of the compared OMol25 structures with the same formula, charge and spin (kJ/mol) = 257.6
- gap between HOMO and LUMO (eV) = 7.8


Formula: C2H2AgLiO2
Source: the OMol25 dataset
Level of theory: the ωB97M-V functional and the def2-TZVPD basis

Structure (XYZ):
```
8
Properties=species:S:1:pos:R:3
H -2.47 -1.40 -0.50
O 1.44 -0.13 0.35
C 0.75 0.42 -0.55
C -0.64 0.63 -0.49
O -1.26 0.17 0.53
Li 3.31 -0.40 -0.14
Ag 0.05 -0.42 2.11
H -1.18 1.12 -1.31
```

- energy above the lowest of the compared OMol25 structures with the same formula, charge and spin (kJ/mol) = 152.3
- spin multiplicity = 3
- gap between HOMO and LUMO (spin up / spin down) (eV) = 5.8 / 8.5
- total charge = +2


Formula: C2H4ClNOS
Source: the OMol25 dataset
Level of theory: the ωB97M-V functional and the def2-TZVPD basis

Structure (XYZ):
```
10
Properties=species:S:1:pos:R:3
C -0.23 1.33 0.35
C -0.69 -0.91 -0.36
N -0.28 0.36 -0.63
O -0.74 1.23 1.43
S 1.24 -1.94 0.57
Cl 2.27 -0.24 0.77
H 0.30 2.24 0.00
H -1.31 -1.01 0.51
H -0.83 -1.58 -1.18
H 0.26 0.52 -1.47
```

- energy above the lowest of the compared OMol25 structures with the same formula, charge and spin (kJ/mol) = 81.6
- gap between HOMO and LUMO (eV) = 8.6


Formula: C36H60OP2Pd
Source: the OMol25 dataset
Level of theory: the ωB97M-V functional and the def2-TZVPD basis

Structure (XYZ):
```
100
Properties=species:S:1:pos:R:3
Pd -0.55 3.51 -0.63
C 1.45 1.44 2.24
C 2.47 2.03 1.43
C 0.52 3.18 1.01
C 0.24 2.05 1.94
C 1.96 3.08 0.70
C 1.64 0.51 3.36
H 2.59 -0.03 3.30
H 0.82 -0.21 3.40
H 1.62 1.04 4.33
C -1.06 1.79 2.58
H -1.28 0.72 2.60
H -1.86 2.31 2.04
H -1.08 2.13 3.63
C -0.11 4.52 1.34
H 0.67 5.16 1.79
H -0.95 4.39 2.05
H -0.53 5.10 0.46
C 2.73 4.05 -0.10
H 3.15 4.80 0.56
H 2.16 4.59 -0.87
H 3.56 3.54 -0.60
C 3.91 1.66 1.53
H 4.42 2.28 2.30
H 4.46 1.77 0.59
H 4.00 0.62 1.88
C -0.20 -1.21 -0.14
C 0.95 -1.26 0.53
C 2.30 -1.69 0.06
C 2.51 -1.61 -1.47
C 2.58 -0.18 -1.87
C 1.54 0.61 -2.16
C 0.08 0.29 -2.19
C -0.41 -1.06 -1.62
H 2.51 -2.72 0.41
H 1.74 -2.20 -1.98
H 3.06 -1.06 0.55
H -0.03 -1.90 -2.20
H -1.13 -1.12 0.45
H 0.89 -1.05 1.59
H -1.50 -1.10 -1.77
H -0.50 1.10 -1.68
H 1.79 1.62 -2.51
H -0.24 0.35 -3.25
H 3.47 -2.08 -1.71
H 3.61 0.21 -1.96
P -0.24 0.21 -5.57
P -0.26 2.94 -6.44
C -0.37 0.34 -7.45
C -0.84 1.75 -7.79
H -1.07 -0.43 -7.82
H 0.62 0.12 -7.88
H -0.45 2.08 -8.76
H -1.94 1.79 -7.82
C -0.98 4.41 -7.28
H -0.60 5.31 -6.79
H -2.07 4.38 -7.16
H -0.73 4.43 -8.35
C 1.45 3.06 -7.13
H 1.43 3.07 -8.23
H 2.08 2.24 -6.78
H 1.90 4.00 -6.77
C -1.87 -0.62 -5.33
H -1.95 -0.98 -4.30
H -1.98 -1.45 -6.03
H -2.67 0.11 -5.51
C 0.87 -1.26 -5.54
H 1.77 -1.04 -6.13
H 0.36 -2.14 -5.97
H 1.18 -1.47 -4.51
C -2.24 0.34 6.98
C -1.34 -0.56 6.13
C -0.14 -1.02 6.98
C -2.05 -1.75 5.52
C -3.13 -2.36 6.12
C -3.71 -3.51 5.58
C -3.20 -4.08 4.41
C -2.13 -3.52 3.75
C -1.52 -4.12 2.50
C -0.04 -4.48 2.69
C -2.28 -5.33 1.98
C -1.56 -2.26 4.23
O -0.73 -1.62 3.54
H -2.57 -0.17 7.89
H -3.13 0.63 6.40
H -1.70 1.25 7.26
H -0.94 0.04 5.30
H -0.49 -1.64 7.82
H 0.56 -1.63 6.38
H 0.42 -0.17 7.39
H -3.52 -1.94 7.04
H -4.55 -3.97 6.08
H -3.66 -4.98 4.01
H -1.55 -3.33 1.72
H 0.07 -5.20 3.52
H 0.36 -4.93 1.77
H 0.55 -3.57 2.92
H -3.33 -5.09 1.78
H -1.84 -5.67 1.03
H -2.23 -6.16 2.70
```

- energy above the lowest of the compared OMol25 structures with the same formula, charge and spin (kJ/mol) = 278.2
- spin multiplicity = 5
- gap between HOMO and LUMO (spin up / spin down) (eV) = 6.3 / 4.2
- total charge = +2


Formula: C10H40O11
Source: the OMol25 dataset
Level of theory: the ωB97M-V functional and the def2-TZVPD basis

Structure (XYZ):
```
61
Properties=species:S:1:pos:R:3
C -2.15 -30.06 -23.21
O -2.59 -28.73 -23.08
C -1.76 -27.97 -22.21
C -2.30 -26.57 -22.11
O -2.26 -25.81 -23.30
C -3.15 -26.21 -24.33
H -3.02 -30.68 -23.42
H -1.71 -30.43 -22.27
H -1.41 -30.16 -24.01
H -0.74 -27.93 -22.63
H -1.76 -28.41 -21.21
H -1.68 -26.01 -21.41
H -3.32 -26.58 -21.68
H -3.36 -25.33 -24.93
H -4.07 -26.63 -23.91
H -2.71 -26.99 -24.95
C 1.09 -20.15 -18.04
O 0.73 -20.97 -19.15
H 0.32 -20.30 -17.28
H 2.09 -20.39 -17.68
H 1.05 -19.09 -18.29
H 1.18 -20.64 -19.93
C -2.23 -19.09 -22.24
O -1.20 -19.16 -21.27
H -3.24 -19.16 -21.83
H -2.11 -18.15 -22.77
H -2.15 -19.92 -22.95
H -1.15 -20.06 -20.95
C 0.28 -22.75 -22.24
O 1.60 -23.06 -21.81
H 0.29 -22.40 -23.28
H -0.39 -23.58 -22.07
H -0.04 -21.88 -21.65
H 1.80 -23.96 -22.10
C -3.52 -23.33 -21.58
O -3.23 -21.96 -21.30
H -2.75 -23.99 -21.16
H -4.49 -23.61 -21.16
H -3.46 -23.47 -22.65
H -2.66 -21.91 -20.53
C 3.85 -22.61 -24.72
O 4.57 -22.04 -23.64
H 3.23 -23.44 -24.38
H 3.21 -21.83 -25.13
H 4.52 -22.93 -25.52
H 5.34 -22.59 -23.48
C -0.17 -24.86 -19.37
O -1.24 -25.70 -18.95
H -0.57 -23.94 -19.80
H 0.55 -24.63 -18.59
H 0.36 -25.39 -20.16
H -1.49 -25.51 -18.04
O 0.13 -25.24 -24.94
H -0.31 -25.52 -25.75
H -0.53 -25.43 -24.24
O 2.19 -25.81 -22.84
H 2.89 -25.92 -23.49
H 1.39 -25.67 -23.36
O 2.69 -20.38 -22.20
H 3.43 -20.72 -22.72
H 2.26 -21.19 -21.91
```

- gap between HOMO and LUMO (eV) = 10.1